A structure of composition C19H18ClN3O3S at a distorted geometry. Source: the Open Molecules 2025 dataset; level of theory: the ωB97M-V functional and the def2-TZVPD basis.

```
45
Properties=species:S:1:pos:R:3:forces:R:3
C -2.8383 -3.3704 -2.2764 5.5 2.9 -3.3
C -2.9298 -1.9131 -2.4137 1.6 2.2 2.7
C -1.7748 -1.2554 -2.1772 4.0 5.0 2.2
C -1.7455 0.2835 -2.1545 0.6 -1.7 -0.6
C -2.8756 1.0552 -2.5449 2.2 -5.4 2.1
C -4.0457 0.2864 -2.5422 4.0 -0.7 0.3
C -4.0295 -1.0246 -2.4253 -0.6 -5.4 -1.8
Cl -5.3681 -2.1372 -2.9276 -1.0 1.3 0.4
H -4.8903 0.6511 -2.8277 -5.2 2.8 -1.4
H -3.0035 2.0316 -2.4309 0.1 4.2 0.0
O -0.4535 0.7234 -1.7348 -1.2 1.9 -0.9
C -0.3566 2.1356 -1.3498 -9.3 1.0 -4.1
C 0.5120 2.4382 -0.4112 -0.2 -7.7 7.7
N 1.3975 3.1175 -0.0662 6.7 9.8 -5.2
N 2.2098 2.9062 0.8786 0.5 -1.8 5.7
C 1.6352 1.8884 1.6260 -2.3 0.8 -5.7
N 0.5048 1.5240 0.7376 0.6 -3.7 4.4
C -0.1776 0.2620 1.0025 0.6 -4.8 -1.1
C -1.5742 0.1057 1.0294 3.8 5.5 1.3
C -2.2889 -0.9374 1.3519 -0.1 -4.0 -2.1
C -1.5248 -2.1462 1.1472 -7.8 -2.7 3.0
C -0.2028 -2.2267 1.2685 2.7 -5.4 -3.3
C 0.4927 -1.1319 1.0019 0.8 7.6 0.8
H 1.5420 -1.0607 0.9830 1.3 -0.4 -0.3
H 0.4251 -3.3590 0.8930 -2.1 3.5 1.8
H -2.2412 -3.1051 1.2606 2.1 1.8 -0.5
H -3.3655 -0.7081 1.2805 0.4 -1.3 0.5
H -2.0252 1.0371 1.1358 -1.3 1.8 -0.4
S 2.1961 1.0821 3.0470 -1.8 -0.4 -0.5
C 3.7463 1.8523 3.1437 3.0 -5.1 0.7
C 4.7529 1.5320 1.8776 -3.8 4.6 -1.0
C 4.9259 0.2185 1.3587 -9.1 -1.9 0.3
O 3.9156 -0.4998 1.0171 4.0 1.7 0.2
O 6.0841 -0.1454 1.5898 5.2 -4.7 -0.5
H 6.1469 -1.1208 1.3490 0.2 1.3 0.3
H 5.6875 1.8376 2.1980 1.8 1.3 0.4
H 4.3506 2.1800 0.9179 1.0 -1.2 2.7
H 4.1177 1.3785 4.2246 -0.4 1.1 -2.9
H 3.6490 2.8358 3.3314 0.0 3.5 0.1
H -1.4295 2.4290 -0.7766 2.1 -1.1 -1.5
H -0.3892 3.0030 -2.0589 0.3 -1.5 -0.7
H -0.7192 -1.5838 -1.6344 -2.9 0.1 -2.0
H -2.9889 -3.6946 -3.2359 -0.9 -1.8 -2.2
H -1.7423 -3.5682 -2.0886 -1.1 0.0 -0.1
H -3.3112 -3.8064 -1.5740 -4.0 -2.9 4.6
```
Positions in Å, forces in eV/Å.

## Properties
LUMO energy = 0.01533 hartree
Energy relative to the best compared isomer or geometry (same formula, charge and spin) = 295.9 kcal/mol
Total energy = -53953.6427 eV
Frontier orbital gap = 8.73 eV
HOMO = -0.3055 Ha

How positive or negative is each atom? The natural (NBO) charges in e answer that: -0.60, -0.05, -0.21, 0.35, -0.30, -0.23, 0.03, -0.08, 0.22, 0.22, -0.50, -0.11, 0.29, -0.24, -0.33, 0.17, -0.43, 0.16, -0.24, -0.22, -0.19, -0.24, -0.19, 0.24, 0.22, 0.21, 0.23, 0.20, 0.38, -0.52, -0.52, 0.76, -0.66, -0.62, 0.51, 0.22, 0.29, 0.23, 0.23, 0.19, 0.23, 0.25, 0.23, 0.21, 0.22


A structure of composition C19H18CrF6N4PSbSe. Source: the Open Molecules 2025 dataset; level of theory: the ωB97M-V functional and the def2-TZVPD basis.

```
51
Properties=species:S:1:pos:R:3:forces:R:3
Cr 0.6326 0.2275 0.1068 -0.2 -0.3 -0.1
C 2.7265 0.6229 2.4913 -0.1 0.0 0.1
C 1.3634 0.2986 3.0297 -0.1 0.0 -0.3
C 1.1669 0.1027 4.3895 0.2 0.0 0.1
C -0.0892 -0.1836 4.8690 -0.1 0.0 0.1
C -1.1529 -0.2409 3.9762 0.0 0.0 0.0
C -0.9216 -0.0439 2.6288 0.4 0.1 0.0
N 0.3310 0.1982 2.1631 -0.1 0.0 0.2
Sb -2.6823 -0.0180 1.3966 0.0 0.1 0.1
C -2.1269 -1.6018 0.0893 0.3 -0.1 -0.2
C -3.1700 -2.4033 -0.3387 0.1 0.0 0.0
C -2.8797 -3.5177 -1.1159 -0.1 -0.1 0.0
C -1.5619 -3.8019 -1.3735 0.1 -0.1 -0.1
C -0.5483 -2.9564 -0.9141 0.2 0.2 0.2
C 0.8781 -3.3332 -1.1785 -0.2 0.0 0.0
N -0.8246 -1.8266 -0.2261 -0.4 -0.3 0.0
C -2.0477 1.5695 0.1003 0.3 0.2 0.0
C -3.0487 2.4246 -0.3186 0.0 0.0 0.0
C -2.7206 3.5228 -1.1018 -0.1 0.1 0.0
C -1.3977 3.7484 -1.4005 0.1 0.1 -0.1
C -0.4183 2.8677 -0.9590 0.1 -0.3 0.0
C 1.0214 3.1147 -1.2947 -0.1 0.1 0.1
N -0.7473 1.7708 -0.2384 -0.3 0.2 0.0
H 3.3892 0.9197 3.3011 0.0 0.0 0.0
H 3.1676 -0.2376 1.9880 0.0 0.0 0.0
H 2.6880 1.4390 1.7694 0.0 0.0 0.0
H 2.0150 0.1861 5.0562 0.0 0.0 0.0
H -0.2493 -0.3390 5.9291 0.0 0.0 0.0
H -2.1578 -0.4269 4.3298 0.0 0.0 0.0
H -4.1903 -2.1750 -0.0575 0.0 0.0 0.0
H -3.6687 -4.1667 -1.4770 0.0 0.0 0.0
H -1.2869 -4.6885 -1.9314 0.0 0.1 0.0
H 0.9548 -4.4105 -1.3200 0.0 0.0 0.0
H 1.2406 -2.8530 -2.0857 0.0 0.0 0.0
H 1.5273 -3.0347 -0.3605 -0.1 -0.1 0.0
H -4.0766 2.2380 -0.0331 0.0 0.0 0.0
H -3.4883 4.2031 -1.4521 0.0 0.0 0.0
H -1.0971 4.6097 -1.9821 0.0 0.0 0.0
H 1.1416 4.1206 -1.6882 0.0 0.0 0.0
H 1.6588 3.0154 -0.4160 -0.1 0.0 0.0
H 1.3775 2.4118 -2.0472 0.0 0.1 0.0
Se -1.6269 -0.4111 -3.0905 0.0 0.1 -0.2
C -0.3888 0.0807 -4.3103 0.3 0.1 -0.2
N 0.4164 0.3995 -5.0850 -0.3 -0.1 0.3
F 2.3537 -0.9961 -0.1063 0.2 0.1 0.1
P 3.0894 -0.2085 -1.4570 0.1 0.1 0.0
F 3.0270 1.1187 -0.5318 0.1 0.0 0.1
F 3.5346 0.6285 -2.6949 0.0 0.1 -0.1
F 1.4139 0.1414 -1.8047 0.0 0.0 -0.1
F 2.9379 -1.5288 -2.2823 -0.1 -0.2 -0.1
F 4.5150 -0.5770 -0.9409 0.0 0.0 0.1
```
Positions in Å, forces in eV/Å.

## Properties
LUMO energy (alpha / beta) = -0.12004 / -0.20639 hartree
Spin multiplicity = 6
<S²> = 8.7729
Total energy = -151854.9338 eV
Frontier orbital gap (alpha / beta) = 8.83 / 6.44 eV
Charge = +1
HOMO (alpha / beta) = -0.4444 / -0.4432 Ha

How positive or negative is each atom? The Mulliken charges in e answer that: 0.46, -1.23, 0.92, -0.81, -0.51, -0.75, -0.17, 0.52, 0.98, -0.01, -0.81, -0.66, -0.69, 0.70, -1.39, 0.55, -0.14, -0.78, -0.62, -0.76, 0.93, -1.22, 0.60, 0.50, 0.16, 0.18, 0.47, 0.42, 0.44, 0.43, 0.45, 0.44, 0.50, 0.24, 0.16, 0.45, 0.44, 0.46, 0.53, 0.21, 0.12, 0.21, 0.25, -0.41, -0.31, 1.54, -0.27, -0.34, -0.67, -0.38, -0.32


A structure of composition C19H18F3INOS at a distorted geometry. Source: the Open Molecules 2025 dataset; level of theory: the ωB97M-V functional and the def2-TZVPD basis.

```
44
Properties=species:S:1:pos:R:3:forces:R:3
C 5.3818 -2.3973 2.0963 -0.5 0.1 -0.1
C 4.6918 -2.2420 0.6849 -0.1 -1.2 1.8
C 4.7242 -3.6776 0.0741 -0.2 -0.1 0.0
C 3.1709 -1.8278 0.8405 1.1 0.0 -1.9
C 2.4243 -1.6147 -0.2816 -0.3 0.0 1.5
I 3.1239 -1.5877 -2.2257 0.9 1.1 0.0
C 0.9517 -1.6669 -0.0474 -1.0 -0.1 -0.9
C 0.5040 -0.7299 1.0427 0.4 -0.6 0.0
C 1.2823 -1.1230 2.2429 1.2 0.0 0.7
C 2.5448 -1.6334 2.1170 -1.6 0.2 1.1
O 5.3256 -1.3648 -0.0163 0.8 1.7 -2.1
S -0.3362 -1.2963 -1.2300 2.4 -1.2 -4.6
C 4.3564 0.4275 -2.7154 0.3 0.7 0.6
F 5.4942 0.1386 -3.3780 -1.2 0.0 0.6
F 3.5858 1.2117 -3.5073 0.6 -1.0 0.6
F 4.6487 1.0992 -1.5971 -0.4 -0.9 -1.2
H 4.9087 -3.1661 2.7169 0.1 0.0 0.1
H 6.4289 -2.6724 1.9312 -0.2 0.0 -0.1
H 5.3821 -1.4430 2.6276 -0.1 0.0 0.0
H 3.9450 -4.3241 0.4905 0.0 -0.1 0.0
H 4.6096 -3.6250 -1.0093 0.0 -0.1 0.1
H 5.7011 -4.1214 0.2787 0.0 0.0 0.0
H 0.7186 -2.7166 0.2120 0.6 0.5 0.4
H 0.7283 0.3175 0.7554 -0.2 -0.3 0.2
H 0.8444 -0.9165 3.2233 0.3 0.0 -0.1
H 3.1300 -1.8498 3.0144 -0.3 0.0 -0.4
C -1.2767 -2.4480 1.5010 -0.2 0.0 0.7
C -1.0128 -0.9873 1.0832 -0.7 0.3 2.7
C -1.5850 -0.0892 2.1363 -1.0 0.9 1.0
N -2.0784 0.6445 2.8975 1.0 -1.4 -1.1
C -1.6932 -0.6467 -0.2407 -0.5 0.8 0.3
C -2.8719 -1.4633 -0.6149 -0.3 0.2 0.2
C -3.9251 -0.9147 -1.3058 0.4 0.0 0.3
C -3.9792 0.4594 -1.5753 -0.6 0.3 -0.4
C -2.9290 1.3037 -1.1620 0.0 -0.3 0.2
C -1.8365 0.8128 -0.4904 -0.4 0.0 0.0
H -1.0060 -3.1761 0.7243 -0.2 0.4 0.3
H -0.6836 -2.6352 2.4045 -0.2 -0.2 -0.1
H -2.3387 -2.5868 1.7467 0.3 0.1 -0.1
H -2.7742 -2.5356 -0.4490 -0.3 0.3 -0.2
H -4.7250 -1.5872 -1.6287 0.1 0.3 0.1
H -4.8544 0.8748 -2.0688 0.2 0.0 0.0
H -3.0050 2.3789 -1.3627 0.1 -0.4 0.1
H -1.0049 1.4434 -0.1609 -0.4 -0.1 -0.2
```
Positions in Å, forces in eV/Å.

## Properties
LUMO energy = 0.00789 hartree
Energy relative to the best compared isomer or geometry (same formula, charge and spin) = 141.3 kcal/mol
Total energy = -50614.5794 eV
Frontier orbital gap = 2.74 eV
Charge = -1
HOMO = -0.0927 Ha

How positive or negative is each atom? The natural (NBO) charges in e answer that: -0.65, 0.27, -0.65, 0.06, -0.24, 0.75, -0.42, -0.29, -0.08, -0.27, -0.88, 0.13, 0.93, -0.31, -0.32, -0.29, 0.18, 0.21, 0.20, 0.18, 0.19, 0.21, 0.21, 0.26, 0.22, 0.23, -0.61, -0.16, 0.35, -0.36, -0.17, -0.37, -0.18, -0.45, -0.11, -0.38, 0.22, 0.21, 0.24, 0.19, 0.19, 0.19, 0.18, 0.19